No. 1
# C18H18N10ReSSbSe4

A molecular structure, C18H18N10ReSSbSe4 (ωB97M-V with the def2-TZVPD basis set, the Open Molecules 2025 dataset).

Element x y z (Å)
1 Re -0.0017 -0.2402 0.7046
2 N -0.9412 -0.0858 3.9947
3 C -1.5808 0.8197 3.2478
4 N -2.3978 1.6206 3.8863
5 C -2.9951 2.5990 3.2021
6 N -3.8550 3.3820 3.7994
7 N -2.7294 2.8383 1.8765
8 C -1.9376 2.0098 1.3022
9 N -1.3354 0.9108 1.8783
10 C -1.6127 2.2197 -0.1137
11 C -2.2130 3.2131 -0.8577
12 C -1.9228 3.3006 -2.2121
13 C -1.0508 2.3727 -2.7646
14 C -0.4875 1.4079 -1.9582
15 N -0.7396 1.3340 -0.6349
16 H -1.2490 -0.1465 4.9567
17 H -0.4318 -0.8635 3.6170
18 H -4.0853 3.2386 4.7729
19 H -4.3119 4.1246 3.2901
20 H -2.9057 3.8841 -0.3701
21 H -2.3828 4.0643 -2.8262
22 H -0.8094 2.3856 -3.8187
23 H 0.1754 0.6689 -2.3744
24 Se 5.9873 -2.0178 4.9870
25 Sb 5.5990 0.0818 5.7345
26 Se 1.7271 0.2029 2.0411
27 Se -0.7240 -2.1577 1.5548
28 Se 5.3260 2.1609 6.5746
29 N -0.7934 -1.7279 -2.2654
30 C -1.8533 -2.0727 -3.0139
31 C -2.9890 -1.7479 -2.3023
32 C -2.5183 -1.2225 -1.1040
33 N -1.1782 -1.2093 -1.0811
34 H 0.1774 -1.9347 -2.4483
35 H -1.7261 -2.5345 -3.9805
36 H -4.0129 -1.8900 -2.6026
37 H -3.0888 -0.8503 -0.2665
38 N 2.2829 1.7249 -0.9756
39 C 2.3896 0.4207 -1.2618
40 N 1.6096 -0.5457 -0.7633
41 C 2.0990 -1.8325 -1.1731
42 C 1.6575 -3.0982 -0.7946
43 C 2.2557 -4.2208 -1.3442
44 C 3.2891 -4.1095 -2.2714
45 C 3.7477 -2.8628 -2.6538
46 C 3.1473 -1.7450 -2.0906
47 S 3.5996 -0.0882 -2.3696
48 H 1.7860 2.0468 -0.1625
49 H 2.9508 2.3710 -1.3711
50 H 0.8499 -3.2381 -0.0917
51 H 1.9081 -5.2012 -1.0474
52 H 3.7378 -4.9997 -2.6902
53 H 4.5573 -2.7604 -3.3646

Atoms 1-6, force components in eV/Å:
Re 0.179 -0.097 0.158
N -0.134 -0.079 0.002
C 0.027 -0.019 -0.010
N 0.003 0.023 0.015
C -0.003 -0.018 -0.022
N -0.024 -0.008 -0.006

E_HOMO (alpha / beta): -18.80 / -18.80 eV
relative energy (zero: lowest compared OMol25 entry of this formula, charge and spin): 0.00 kJ/mol
charge: +4

The molecule's Mulliken atomic charges, reported in e, are given here: 0.949 -0.193 0.610 -0.672 0.269 -0.266 -0.665 0.331 0.239 0.766 -0.604 -0.798 -1.105 -0.038 0.340 0.332 0.059 0.282 0.268 0.621 0.498 0.522 0.330 -0.109 1.193 0.000 0.042 -0.078 -0.170 -0.220 -0.947 -0.441 0.322 0.037 0.513 0.496 0.533 -0.161 0.071 0.783 -0.548 0.366 -1.039 -0.632 -0.609 1.042 -0.162 0.140 0.304 -0.185 0.466 0.452 0.468


No. 2
# C6H10N2O3

A gas-phase ion, C6H10N2O3 (charge +2) in a non-equilibrium geometry (ωB97M-V with the def2-TZVPD basis set, the Open Molecules 2025 dataset).

Element x y z (Å)
1 N 2.7724 1.1573 0.1897
2 C 1.3100 0.7970 0.0662
3 C 0.2335 1.5744 -0.1357
4 C -1.2863 0.8967 0.0618
5 O -2.3440 1.4458 -0.5207
6 O -1.4753 0.2304 1.2568
7 C -1.2296 -0.5846 0.1965
8 N -2.4863 -1.3226 -0.2128
9 C -0.0154 -1.3304 -0.0756
10 C 1.1579 -0.6842 0.0231
11 O 2.4102 -1.2430 -0.0680
12 H 3.1874 0.8491 1.0916
13 H 2.8994 2.0614 -0.1573
14 H 3.2614 0.5519 -0.3828
15 H 0.3264 2.6592 -0.3769
16 H -2.7895 2.0780 0.0702
17 H -2.4391 -1.7771 -1.0728
18 H -3.1851 -0.7068 -0.4449
19 H -2.7599 -2.1239 0.5236
20 H 0.0931 -2.4260 -0.3305
21 H 2.3588 -2.1027 0.2986

Atoms 1-6, force components in eV/Å:
N -2.777 -0.786 1.328
C -1.013 -1.572 0.180
C -1.366 0.384 0.717
C 3.782 0.676 -1.308
O -0.690 0.702 -0.217
O 0.354 0.176 2.086

E_HOMO: -17.30 eV
relative energy (zero: lowest compared OMol25 entry of this formula, charge and spin): 0.00 kJ/mol
charge: +2
SMILES string: [NH3+]C1=C[C@]2(O)O[C@]2([NH3+])C=C1O

The molecule's Mulliken atomic charges, reported in e, are given here: -0.124 -0.202 -0.672 0.403 -0.504 -0.458 0.953 -0.182 -1.076 0.801 -0.554 0.401 0.354 0.380 0.335 0.410 0.342 0.316 0.455 0.285 0.337


No. 3
# C4H7N3O

C4H7N3O in the gas phase in a non-equilibrium geometry (ωB97M-V with the def2-TZVPD basis set, the Open Molecules 2025 dataset).

Element x y z (Å)
1 N 2.5320 0.2289 -0.6081
2 C 1.6349 -0.1090 0.4712
3 C 0.1980 0.4790 0.9077
4 N -0.5632 1.3897 0.0270
5 C -1.6791 0.7895 -0.3418
6 N -1.9715 -0.5549 -0.2834
7 O -0.9660 -1.5258 0.0137
8 C 0.2758 -0.7743 0.0349
9 H 2.1206 0.2407 -1.7416
10 H 3.3294 -0.4668 -0.5849
11 H 2.4438 -0.6147 1.2187
12 H -0.0318 -0.0554 1.8282
13 H -0.7079 2.3135 0.2299
14 H -2.4786 1.5541 -0.4954
15 H 0.4942 -0.5217 -0.9439

Atoms 1-6, force components in eV/Å:
N -0.537 -0.362 -3.498
C 1.595 -2.960 2.174
C 2.686 -1.349 -4.104
N 3.079 -1.701 2.208
C -3.133 -4.773 0.265
N -0.256 3.656 -0.835

E_HOMO: -8.39 eV
relative energy (zero: lowest compared OMol25 entry of this formula, charge and spin): 783.33 kJ/mol
charge: 0
SMILES string: N[C@H]1[C@H]2NC=NO[C@H]12

The molecule's Mulliken atomic charges, reported in e, are given here: -0.597 -0.408 0.036 -0.237 0.051 -0.363 -0.240 -0.157 0.327 0.271 0.173 0.254 0.260 0.307 0.324


- Number 2 is which compound?
  C6H10N2O3


- Which value of relative energy (zero: lowest compared OMol25 entry of this formula, charge and spin) does entry 2 give?
  0.00 kJ/mol